{"formula": "C35H31N3OPPtS3SeTe", "method": "ωB97M-V with the def2-TZVPD basis set", "lumo_ev": [-5.21, -5.21], "charge": 1, "orbital_gap_ev": [4.7, 4.7], "largest_force_ev_per_a": 1.7, "relative_energy_ev": 3.3880, "elements": ["Pt", "S", "C", "S", "S", "O", "N", "C", "C", "C", "C", "C", "C", "C", "P", "C", "C", "C", "C", "C", "C", "C", "C", "C", "C", "C", "C", "H", "H", "H", "H", "H", "H", "H", "H", "H", "H", "H", "H", "H", "H", "H", "H", "C", "C", "C", "C", "C", "C", "Te", "C", "C", "C", "H", "H", "H", "H", "H", "H", "H", "H", "H", "H", "H", "Se", "N", "C", "C", "C", "C", "C", "C", "N", "H", "H", "H", "H"], "positions_angstrom": [[1.771, -0.477, 0.567], [3.235, -4.188, 2.622], [2.895, -2.788, 1.920], [2.245, -1.395, 2.691], [3.091, -2.416, 0.259], [1.949, -1.269, -2.672], [2.516, -0.149, -2.084], [3.725, 0.102, -2.358], [4.405, 1.259, -1.741], [5.699, 1.535, -2.166], [6.440, 2.554, -1.592], [5.899, 3.300, -0.561], [4.598, 3.057, -0.135], [3.828, 2.050, -0.715], [2.129, 1.765, -0.125], [1.887, 2.844, 1.330], [2.453, 2.400, 2.533], [2.165, 3.044, 3.729], [1.305, 4.138, 3.739], [0.765, 4.604, 2.551], [1.049, 3.958, 1.349], [1.043, 2.420, -1.433], [1.236, 3.720, -1.912], [0.343, 4.267, -2.828], [-0.729, 3.510, -3.286], [-0.900, 2.202, -2.846], [-0.022, 1.661, -1.915], [2.631, -1.746, -3.171], [4.303, -0.541, -3.028], [6.131, 0.940, -2.966], [7.444, 2.758, -1.946], [6.488, 4.075, -0.082], [4.175, 3.657, 0.662], [3.121, 1.547, 2.527], [2.601, 2.684, 4.655], [1.046, 4.622, 4.676], [0.118, 5.474, 2.555], [0.622, 4.332, 0.428], [2.082, 4.304, -1.562], [0.483, 5.286, -3.175], [-1.436, 3.940, -3.988], [-1.717, 1.604, -3.232], [-0.151, 0.642, -1.560], [-5.723, -5.816, 0.486], [-4.388, -5.143, 0.265], [-3.285, -5.463, 1.046], [-2.048, -4.853, 0.863], [-0.910, -5.225, 1.789], [-1.935, -3.890, -0.155], [-0.141, -2.817, -0.381], [-3.031, -3.552, -0.978], [-2.954, -2.501, -2.071], [-4.240, -4.189, -0.742], [-5.735, -6.389, 1.414], [-5.946, -6.501, -0.338], [-6.528, -5.077, 0.521], [-3.390, -6.211, 1.829], [-1.116, -6.172, 2.288], [-0.777, -4.482, 2.574], [0.033, -5.318, 1.263], [-2.980, -1.493, -1.642], [-3.804, -2.593, -2.749], [-2.043, -2.590, -2.657], [-5.099, -3.934, -1.361], [-0.754, -1.643, 2.029], [-0.505, 0.039, 1.401], [-1.682, 0.517, 1.162], [-1.954, 1.841, 0.656], [-3.227, 2.178, 0.403], [-4.348, 1.262, 0.639], [-4.169, 0.033, 1.142], [-2.822, -0.402, 1.430], [-2.532, -1.567, 1.903], [-1.141, 2.539, 0.501], [-3.437, 3.167, 0.005], [-5.355, 1.604, 0.419], [-4.995, -0.646, 1.329]], "lowdin_charge": [0.3112, 0.6399, -1.8856, 0.5029, 0.4571, -0.1064, -0.1041, -0.0988, -0.1895, -0.0316, -0.0587, -0.0551, -0.0693, -0.2722, 0.9390, -0.3751, -0.1185, -0.0613, -0.0708, -0.0683, -0.0927, -0.3651, -0.0893, -0.0643, -0.0691, -0.0703, -0.1244, 0.0988, 0.1416, 0.1193, 0.1148, 0.1143, 0.1039, 0.0817, 0.1128, 0.1106, 0.1098, 0.0907, 0.1144, 0.1112, 0.1097, 0.1086, 0.0745, -0.0350, -0.2377, -0.0022, -0.3128, -0.0786, -0.5150, 1.2729, -0.3162, -0.0830, -0.0096, 0.0798, 0.0911, 0.0848, 0.1246, 0.0881, 0.0574, 0.0529, 0.0705, 0.0838, 0.0499, 0.1258, 0.9661, -0.2494, -0.3344, -0.0127, -0.0243, -0.0324, -0.0111, -0.3464, -0.1361, 0.0995, 0.1197, 0.1175, 0.1264]}